Entry 1:
Here is C18H25NO4 in the gas phase from OMol25. Energies are from ωB97M-V/def2-TZVPD.

Geometry as XYZ:
```
48
Properties=species:S:1:pos:R:3:forces:R:3:nbo_charge:R:1
C -4.863389 -2.181301 -0.990696 -0.096 -0.108 -0.184 -0.253
H -4.123008 -2.555340 -1.705474 -0.028 0.029 0.018 0.176
O -4.252829 -1.501794 0.078561 0.155 0.198 0.227 -0.510
C -3.520440 -0.386499 -0.190042 0.101 0.103 0.043 0.380
C -2.943331 0.242575 0.915442 -0.112 -0.167 -0.076 -0.269
C -2.177909 1.375973 0.753682 -0.116 -0.016 -0.051 -0.201
C -1.967171 1.916029 -0.512910 -0.052 0.165 -0.136 -0.068
C -2.541698 1.288361 -1.606102 0.100 0.186 0.220 -0.186
C -3.316769 0.149756 -1.456081 -0.206 -0.361 -0.027 -0.331
H -3.749771 -0.307920 -2.331593 -0.062 -0.074 -0.050 0.219
H -2.388859 1.691478 -2.597721 0.009 0.052 -0.109 0.207
C -1.032824 3.086147 -0.684838 -0.018 -0.082 0.128 -0.246
N 0.338052 2.608375 -0.780786 -0.112 0.234 -0.393 -0.611
C 1.089228 2.400548 0.329079 0.558 -0.049 -0.437 0.692
O 0.777080 2.834872 1.418588 -0.199 0.092 0.469 -0.640
C 2.357310 1.603337 0.084236 -0.160 -0.069 0.150 -0.504
H 3.139372 2.021319 0.720642 0.008 0.045 -0.038 0.231
H 2.664742 1.701212 -0.956766 0.010 0.036 0.026 0.226
C 2.182652 0.107122 0.442364 -0.020 0.201 -0.085 0.026
C 1.998816 -0.022152 1.962328 0.040 -0.230 0.000 -0.423
C 1.622491 -1.430540 2.417639 -0.153 0.108 0.007 -0.396
C 0.395768 -1.941922 1.671175 0.230 -0.176 -0.056 -0.401
C 0.637427 -1.901197 0.167142 -0.196 0.136 0.045 -0.394
C 0.948233 -0.471558 -0.265049 0.125 -0.221 0.090 -0.429
H 0.080841 0.142085 -0.013922 -0.009 0.010 -0.080 0.224
H 1.084900 -0.436613 -1.349374 -0.068 0.107 -0.088 0.201
H 1.457047 -2.566324 -0.106785 0.016 -0.102 -0.042 0.206
H -0.256350 -2.242343 -0.359706 0.038 -0.057 -0.057 0.210
H 0.165366 -2.961123 1.987195 -0.083 0.009 0.038 0.208
H -0.464189 -1.311864 1.909518 -0.097 0.012 0.043 0.196
H 2.454700 -2.119697 2.257738 0.035 -0.076 0.059 0.188
H 1.421964 -1.410608 3.490763 0.088 -0.040 0.027 0.212
H 2.917266 0.289984 2.464736 0.035 0.133 0.026 0.206
H 1.210183 0.667567 2.266412 0.047 0.051 0.039 0.234
C 3.476770 -0.636006 0.019707 -0.157 0.043 0.067 -0.527
C 3.569708 -0.898386 -1.457570 0.083 -0.399 -0.060 0.802
O 3.346999 -1.949638 -1.996814 -0.076 -0.125 -0.009 -0.595
O 3.954644 0.183040 -2.157752 0.200 0.625 -0.148 -0.700
H 4.027408 -0.037224 -3.100066 -0.112 -0.248 0.191 0.499
H 3.521917 -1.602594 0.517891 0.078 0.021 -0.093 0.239
H 4.336754 -0.035670 0.319038 0.035 -0.024 0.082 0.233
H 0.574987 2.103372 -1.620444 0.092 -0.014 0.126 0.392
H -1.268953 3.654949 -1.587059 -0.013 0.000 0.103 0.203
H -1.074705 3.741734 0.187221 -0.032 0.013 -0.177 0.239
H -1.724656 1.849984 1.611357 0.057 0.056 0.110 0.235
H -3.113775 -0.182930 1.891758 -0.023 -0.051 0.133 0.224
H -5.387534 -3.024270 -0.543257 0.021 0.046 -0.081 0.202
H -5.584463 -1.544308 -1.513388 0.040 -0.021 0.010 0.176
```
Forces are in eV/Å.

Values from the calculation:
- frontier orbital gap (eV) = 9.057
- calculated total energy (hartree) = -1056.6656
- SMILES = COc1ccc(CNC(=O)CC2(CC(=O)O)CCCCC2)cc1

Entry 2:
Here is C18H26AsBCoN6S6 as an isolated structure from OMol25. Energies are from ωB97M-V/def2-TZVPD.

Geometry as XYZ:
```
59
Properties=species:S:1:pos:R:3:forces:R:3:nbo_charge:R:1
Co 1.061949 0.035262 -0.605413 -0.283 -0.018 -0.006 0.675
C -0.761739 -3.644178 0.010399 -0.026 0.010 0.005 -0.420
N -1.684242 -2.594486 0.419869 0.002 -0.044 -0.029 -0.348
C -2.518470 -2.634605 1.509599 -0.012 -0.004 -0.032 -0.094
C -3.119723 -1.424467 1.575461 0.008 0.022 -0.005 -0.056
N -2.650754 -0.646408 0.542432 -0.042 0.047 -0.061 -0.479
B -3.102595 0.874778 0.481115 0.007 -0.077 -0.019 0.200
N -2.583748 1.622477 -0.775129 0.036 0.005 -0.004 -0.502
C -3.371823 1.933608 -1.859325 0.019 -0.002 0.028 -0.027
C -2.661183 2.723767 -2.692663 -0.005 0.054 0.027 -0.112
N -1.422007 2.893054 -2.106722 0.044 -0.019 -0.074 -0.363
C -0.377087 3.773497 -2.593235 -0.025 -0.046 -0.006 -0.410
C -1.376786 2.196265 -0.945252 -0.077 0.011 0.151 0.312
S -0.003621 2.091135 0.080263 -0.019 -0.040 -0.165 -0.234
C -1.777903 -1.376264 -0.164564 0.029 -0.016 0.002 0.304
S -0.883938 -0.964750 -1.581077 -0.052 0.046 -0.002 -0.279
H -0.733274 -4.392135 0.800217 -0.008 -0.008 -0.003 0.201
H 0.234185 -3.225160 -0.134906 -0.005 -0.003 0.024 0.275
H -1.093438 -4.099607 -0.921691 -0.007 0.003 -0.002 0.210
H -2.607940 -3.509710 2.128837 0.000 0.009 -0.007 0.222
H -3.839709 -1.040017 2.276713 0.011 -0.001 -0.014 0.227
H -4.314689 0.884280 0.425177 0.021 -0.032 -0.008 -0.065
H -2.684855 1.405305 1.479129 -0.017 0.018 -0.017 -0.035
H -4.377827 1.563167 -1.939842 0.018 0.001 0.008 0.226
H -2.915983 3.180649 -3.632492 0.006 0.000 0.017 0.218
H -0.356629 3.737230 -3.680601 0.008 0.000 -0.014 0.204
H 0.574916 3.436545 -2.192337 0.014 -0.013 0.012 0.257
H -0.557559 4.796318 -2.260307 -0.006 0.000 -0.004 0.203
S 3.940539 -2.251308 2.049427 -0.018 0.046 0.013 -0.788
As 3.891528 -1.136104 0.254749 0.147 -0.040 0.022 0.972
S 2.228386 -1.825031 -1.054795 0.081 -0.025 0.014 -0.527
S 2.861629 0.836394 0.493471 0.088 0.057 -0.050 -0.547
S 5.681476 -0.883712 -0.829271 -0.077 -0.002 0.048 -0.759
C -0.828854 -0.381302 4.207160 0.014 0.007 0.024 -0.588
C 0.511204 -0.936187 3.704341 -0.114 0.057 -0.097 -0.168
C 1.682391 -0.128781 4.275369 0.041 0.061 -0.048 -0.601
C 0.655570 -2.424420 4.037999 0.055 0.001 0.036 -0.596
C 0.532014 -0.786057 2.241130 -0.062 -0.350 0.030 0.517
N 0.546684 -0.670212 1.105688 0.199 0.328 0.161 -0.391
H -0.867223 -0.488687 5.292964 0.005 0.009 0.003 0.205
H -1.668036 -0.921113 3.766915 0.050 0.006 0.045 0.216
H -0.930779 0.674259 3.953032 -0.007 0.002 -0.005 0.227
H 1.656973 -0.215826 5.364100 0.033 0.003 -0.011 0.199
H 1.599290 0.923117 3.998334 -0.040 -0.004 0.025 0.222
H 2.631801 -0.500720 3.890049 0.003 -0.070 0.008 0.270
H 0.662630 -2.539872 5.123924 -0.025 0.003 0.000 0.204
H 1.590383 -2.811648 3.632536 0.005 0.005 -0.042 0.264
H -0.179369 -2.997939 3.630682 -0.013 0.000 0.000 0.200
C 2.531644 1.339673 -4.986972 -0.020 0.004 -0.036 -0.158
C 1.184673 1.145921 -4.723510 0.005 0.020 -0.031 -0.269
C 0.790534 0.849222 -3.433772 0.010 0.135 0.113 0.039
N 1.648927 0.739819 -2.409657 0.000 -0.008 -0.127 -0.446
C 2.949670 0.927759 -2.670877 -0.032 -0.073 0.003 0.093
C 3.421821 1.230914 -3.937975 0.027 -0.013 0.041 -0.253
H 2.875350 1.559945 -5.990263 -0.002 -0.002 0.007 0.210
H 0.437031 1.210541 -5.502805 0.001 -0.002 0.005 0.214
H -0.255652 0.708562 -3.205809 -0.013 -0.048 0.024 0.226
H 3.635923 0.816478 -1.844778 0.025 -0.027 0.015 0.272
H 4.488316 1.340765 -4.075043 -0.002 0.020 0.008 0.232
```
Forces are in eV/Å.

Values from the calculation:
- total charge = -1
- frontier orbital gap (eV) = 6.389
- calculated total energy (hartree) = -7062.8254